[1]
{"formula": "C6H4O", "method": "ωB97M-V with the def2-TZVPD basis set", "species": ["C", "C", "C", "O", "C", "C", "C", "H", "H", "H", "H"], "xyz": [[3.191, -0.680, 0.533], [2.076, -0.228, 0.501], [0.745, 0.295, 0.569], [0.511, 0.968, 1.732], [-0.205, 0.147, -0.345], [-1.338, -0.006, -0.898], [-2.557, -0.147, -1.365], [4.173, -1.103, 0.550], [-0.441, 1.140, 1.778], [-3.351, 0.335, -0.802], [-2.805, -0.720, -2.253]], "atomic_forces_ev_per_a": [[-0.4, 0.1, -0.1], [0.4, -0.2, 0.0], [0.0, -0.2, -0.3], [-0.2, 0.1, 0.1], [-0.1, -0.1, 0.2], [0.1, 0.0, 0.1], [0.1, 0.0, 0.1], [-0.2, 0.1, 0.0], [0.2, 0.1, 0.0], [-0.1, -0.1, -0.2], [0.1, 0.1, 0.1]], "mulliken_charge": [0.297, -0.567, 0.062, -0.421, 0.005, 0.438, -1.015, 0.400, 0.329, 0.217, 0.256], "smiles": "C#CC(O)=C=C=C", "e_homo_ha": -0.3077, "homo_lumo_gap_ev": 8.34}

[2]
{"formula": "C5H8FP", "method": "ωB97M-V with the def2-TZVPD basis set", "species": ["H", "P", "C", "C", "C", "C", "C", "F", "H", "H", "H", "H", "H", "H", "H"], "xyz": [[1.410, -2.222, 1.296], [0.115, -2.127, 0.774], [-0.047, -0.488, 0.680], [0.876, 0.644, 0.648], [1.515, 0.666, -0.736], [-1.521, 0.268, 0.083], [-2.291, -0.520, -0.537], [-1.848, 1.432, 0.617], [1.653, 0.491, 1.363], [0.330, 1.523, 0.951], [0.754, 0.421, -1.446], [2.231, -0.092, -0.725], [2.088, 1.550, -1.046], [-3.367, -0.173, -0.921], [-1.899, -1.374, -0.997]], "atomic_forces_ev_per_a": [[0.6, 0.4, 0.0], [-1.1, -0.5, 0.2], [-3.1, 2.7, -1.8], [1.1, 0.2, 0.8], [-0.3, 1.3, 0.1], [4.5, -2.0, 3.7], [-5.7, 0.5, -3.6], [0.2, 0.3, 0.0], [0.8, 0.1, 0.7], [0.1, 0.5, -0.2], [-0.3, 0.0, -0.8], [1.1, -1.6, -0.2], [-0.6, 0.2, 0.4], [2.4, -0.8, 1.1], [0.3, -1.3, -0.2]], "mulliken_charge": [0.005, -0.100, 0.083, -0.609, -1.060, 0.351, -0.633, -0.257, 0.391, 0.287, 0.345, 0.356, 0.312, 0.229, 0.299], "smiles": "[H]/P=C(\\CC)C(=C)F", "e_homo_ha": -0.3416, "homo_lumo_gap_ev": 9.36}

[3]
{"formula": "C2H4OS", "method": "ωB97M-V with the def2-TZVPD basis set", "species": ["C", "C", "O", "S", "H", "H", "H", "H"], "xyz": [[-0.463, -0.085, 0.361], [0.779, 0.193, -0.322], [-1.333, -1.069, -0.014], [-2.079, 0.445, -0.065], [-0.336, -0.094, 1.772], [1.398, -0.694, -0.443], [1.529, 0.933, 0.049], [0.506, 0.369, -1.338]], "atomic_forces_ev_per_a": [[0.1, 1.4, 7.0], [2.1, -0.3, -1.1], [0.9, -4.5, -0.9], [-1.5, 3.3, -0.3], [-0.1, 0.1, -4.2], [-0.1, -0.6, 0.4], [-1.4, -0.2, 0.0], [0.1, 0.8, -1.1]], "mulliken_charge": [0.306, -1.049, -0.268, -0.063, 0.216, 0.281, 0.286, 0.291], "spin_multiplicity": 3, "e_homo_ha": [-0.2328, -0.3807], "homo_lumo_gap_ev": [7.33, 8.40]}

[4]
{"formula": "C5H9ClN2O", "method": "ωB97M-V with the def2-TZVPD basis set", "species": ["C", "C", "C", "C", "C", "N", "N", "O", "Cl", "H", "H", "H", "H", "H", "H", "H", "H", "H"], "xyz": [[1.211, 1.203, -1.679], [-0.298, -0.566, -1.052], [0.048, -0.212, 0.422], [-0.067, -1.504, 1.254], [-0.964, 0.824, 0.932], [0.190, 0.470, -1.953], [1.430, 0.191, 0.414], [1.963, 2.037, -2.016], [1.840, 1.443, 1.485], [0.175, -1.516, -1.316], [-1.379, -0.662, -1.181], [0.196, -1.291, 2.287], [0.621, -2.254, 0.873], [-1.078, -1.896, 1.220], [-0.868, 1.760, 0.386], [-0.799, 1.024, 1.987], [-1.975, 0.445, 0.808], [-0.246, 0.504, -2.871]], "atomic_forces_ev_per_a": [[1.8, 0.0, 2.7], [0.3, -0.4, 0.6], [-0.8, -0.1, 0.3], [0.0, 0.3, -0.3], [0.2, -0.2, -0.1], [-1.0, -0.5, -0.6], [0.3, 0.9, -3.2], [-0.8, -0.7, 0.0], [0.1, 0.3, 0.3], [0.0, 0.1, 0.0], [0.1, 0.0, 0.0], [0.0, 0.0, 0.1], [0.1, -0.1, 0.0], [-0.3, -0.1, 0.1], [0.0, 0.1, 0.0], [0.0, 0.1, 0.0], [-0.2, -0.1, 0.0], [0.3, 0.3, 0.1]], "mulliken_charge": [0.478, -0.869, 1.422, -1.597, -1.606, -0.096, -0.581, -0.398, -0.129, 0.347, 0.377, 0.356, 0.423, 0.354, 0.423, 0.457, 0.378, 0.261], "e_homo_ha": [-0.2848, -0.2849], "homo_lumo_gap_ev": [7.78, 7.78]}